50
Properties=species:S:1:pos:R:3:mulliken_spin:R:1 method="wB97M-V/def2-TZVPD" de_lowest_kcal_mol=9.16 e_homo_ev="-21.42 / -21.43" gap_ev="7.252 / 6.182" max_force_ev_per_a=2.971 spin_multiplicity=2 charge=+4
Ir 2.12551 0.35566 -0.22153 -0.002
C 2.58500 1.56113 3.95959 0.000
C 2.87800 1.38990 2.59503 0.000
N 1.98253 0.84303 1.78238 0.000
C 0.78907 0.43896 2.31142 -0.003
C 0.53405 0.63947 3.65584 0.001
N 1.42480 1.20297 4.47099 0.000
C -0.11112 -0.26190 1.37365 0.000
C -1.32856 -0.86021 1.66119 0.002
C -2.01099 -1.58741 0.67319 0.006
C -1.42508 -1.69462 -0.59561 0.001
C -0.21031 -1.08384 -0.85799 -0.003
N 0.38324 -0.37178 0.12350 -0.005
C 0.59056 -1.17628 -2.09227 0.001
C 0.22018 -1.87502 -3.22697 0.000
N 1.02463 -1.99434 -4.28210 0.000
C 2.21246 -1.43081 -4.21499 0.000
C 2.62131 -0.69681 -3.08791 0.000
N 1.81101 -0.56455 -2.04483 0.001
C -3.31453 -2.26509 0.98091 -0.064
C -4.00145 -3.02235 0.02947 0.143
C -5.21386 -3.71232 0.39064 0.014
N -5.75388 -3.56028 1.56964 0.683
C -5.18132 -2.82080 2.48193 0.011
C -3.90908 -2.18787 2.24140 0.144
H 3.31813 2.00056 4.62772 0.000
H 3.83194 1.69120 2.17835 0.000
H -0.40321 0.33922 4.11004 0.000
H -1.71421 -0.77081 2.66427 0.001
H -1.88713 -2.26690 -1.38506 0.000
H -0.74308 -2.36564 -3.30651 0.000
H 2.87654 -1.54782 -5.06487 0.000
H 3.59837 -0.23210 -3.03951 0.000
H -3.62536 -3.21570 -0.96561 0.011
H -5.66755 -4.42450 -0.29539 0.023
H -5.71991 -2.63394 3.40854 0.023
H -3.51642 -1.58883 3.05032 0.010
C 0.63273 2.46586 -2.44572 0.000
P 1.65790 2.44163 -0.97882 0.000
C 0.90296 3.49258 0.25759 0.000
C 3.30845 3.04041 -1.36444 0.000
H 0.53980 3.51301 -2.75395 0.000
H -0.36759 2.08621 -2.23534 0.000
H 1.08918 1.90965 -3.26381 0.000
H 0.74140 4.47050 -0.20848 0.000
H 1.55771 3.62964 1.11809 0.000
H -0.06409 3.10123 0.57486 0.000
H 3.20635 4.09936 -1.63479 0.000
H 3.74046 2.51408 -2.21659 0.000
H 3.98450 2.98625 -0.50746 0.000